(1)
{"formula": "C33H122N22O39", "method": "the ωB97M-V functional and the def2-TZVPD basis", "elements": ["C", "O", "N", "N", "H", "H", "H", "H", "C", "O", "N", "N", "H", "H", "H", "H", "C", "O", "N", "N", "H", "H", "H", "H", "C", "O", "N", "N", "H", "H", "H", "H", "C", "O", "N", "N", "H", "H", "H", "H", "C", "O", "N", "N", "H", "H", "H", "H", "C", "O", "N", "N", "H", "H", "H", "H", "C", "O", "N", "N", "H", "H", "H", "H", "C", "O", "N", "N", "H", "H", "H", "H", "C", "O", "N", "N", "H", "H", "H", "H", "C", "O", "N", "N", "H", "H", "H", "H", "C", "C", "O", "O", "H", "H", "H", "H", "H", "H", "C", "C", "O", "O", "H", "H", "H", "H", "H", "H", "C", "C", "O", "O", "H", "H", "H", "H", "H", "H", "C", "C", "O", "O", "H", "H", "H", "H", "H", "H", "C", "C", "O", "O", "H", "H", "H", "H", "H", "H", "C", "C", "O", "O", "H", "H", "H", "H", "H", "H", "C", "C", "O", "O", "H", "H", "H", "H", "H", "H", "C", "C", "O", "O", "H", "H", "H", "H", "H", "H", "C", "C", "O", "O", "H", "H", "H", "H", "H", "H", "C", "C", "O", "O", "H", "H", "H", "H", "H", "H", "C", "C", "O", "O", "H", "H", "H", "H", "H", "H", "O", "H", "H", "O", "H", "H", "O", "H", "H", "O", "H", "H", "O", "H", "H", "O", "H", "H"], "xyz": [[-2.2751, -2.9342, -7.0978], [-1.8658, -3.1356, -8.2095], [-3.3965, -2.2721, -6.9881], [-1.7310, -3.2481, -5.9803], [-3.8004, -2.0628, -6.0864], [-3.6567, -1.7798, -7.8307], [-2.1419, -2.9337, -5.1129], [-0.8798, -3.7915, -5.9616], [1.3124, -2.4532, 1.7390], [0.6093, -3.4272, 2.0633], [1.3453, -1.3293, 2.3358], [2.0791, -2.3761, 0.6256], [1.9791, -0.6170, 2.0027], [0.7672, -1.1957, 3.1531], [2.6542, -1.5660, 0.4437], [1.9421, -3.1907, 0.0445], [-4.9499, 4.3639, 4.1510], [-3.9013, 3.7582, 4.0012], [-5.0280, 5.6716, 4.1315], [-6.1609, 3.9168, 4.3670], [-4.0613, 5.9511, 4.0451], [-5.6939, 6.1609, 4.7122], [-6.9364, 4.5606, 4.4319], [-6.3377, 2.9261, 4.4524], [-2.2176, 6.7817, 2.1412], [-2.4111, 6.8282, 3.3355], [-2.1509, 7.9098, 1.4393], [-2.0099, 5.6973, 1.4539], [-2.5652, 8.6808, 1.9433], [-1.6559, 7.9389, 0.5594], [-1.7261, 5.8614, 0.4986], [-2.0000, 4.7640, 1.8398], [5.5012, -0.2750, -0.5067], [6.1988, -0.5882, 0.4238], [5.5401, 0.8223, -1.1056], [4.5963, -1.1144, -0.9999], [4.8236, 0.9420, -1.8074], [6.2573, 1.5139, -0.9397], [4.4029, -2.0093, -0.5734], [4.1515, -0.6611, -1.7853], [-4.1215, 0.6653, 4.9034], [-3.5264, 0.5424, 3.8827], [-3.5619, 1.0756, 6.0256], [-5.4489, 0.5948, 5.0673], [-4.0434, 1.2613, 6.8938], [-2.5576, 1.1766, 5.9886], [-5.7813, 0.5964, 6.0210], [-5.9743, 0.1420, 4.3331], [-2.6345, 0.2097, -4.4203], [-1.9514, -0.7633, -4.3059], [-2.2776, 1.2245, -5.0934], [-3.8578, 0.2822, -4.0004], [-3.0103, 1.8893, -5.2971], [-1.3728, 1.2536, -5.5413], [-4.4849, 0.9462, -4.4316], [-4.2450, -0.5543, -3.5874], [-1.0591, 4.2748, 5.9228], [-0.1810, 4.7681, 6.6181], [-2.1290, 3.7073, 6.3859], [-1.0415, 4.3558, 4.5607], [-2.9207, 3.5950, 5.7689], [-2.2317, 3.7594, 7.3894], [-0.2706, 4.8245, 4.1068], [-1.9473, 4.1187, 4.1818], [-2.9779, -2.4786, 1.4385], [-3.7966, -1.9650, 0.6909], [-2.4438, -1.8497, 2.3911], [-2.6211, -3.7229, 1.3978], [-2.7519, -0.9042, 2.5673], [-1.6882, -2.3240, 2.8647], [-1.6413, -3.8439, 1.6111], [-3.0660, -4.3419, 0.7352], [-0.5199, 0.1671, -0.6239], [-1.2108, 0.7342, -1.4533], [0.2468, -0.7595, -0.9684], [-0.5025, 0.4200, 0.6591], [0.4128, -0.8793, -1.9574], [0.7257, -1.2360, -0.2177], [-0.9636, 1.2164, 1.0753], [0.2183, 0.0180, 1.2414], [3.6687, 0.9836, 2.0624], [3.0789, 0.3721, 1.2141], [3.9364, 2.2628, 1.9867], [4.1000, 0.4319, 3.1605], [3.4212, 2.6008, 1.1864], [4.1086, 2.7685, 2.8438], [4.1617, -0.5705, 3.2672], [4.3306, 1.0483, 3.9266], [-3.5715, -3.1820, -2.3788], [-2.0775, -3.6444, -2.3158], [-1.8350, -5.0319, -2.5522], [-4.1190, -3.0938, -3.7235], [-3.7179, -2.1443, -2.0789], [-4.2135, -3.7055, -1.6703], [-1.7532, -3.2670, -1.3460], [-1.4270, -3.0685, -2.9741], [-2.2492, -5.5818, -1.8831], [-4.0707, -3.9528, -4.1493], [0.8891, 4.2475, -5.2844], [1.2603, 2.7858, -5.3436], [0.4519, 1.9989, -6.1973], [-0.3952, 4.6160, -4.8263], [0.9973, 4.7539, -6.2436], [1.5189, 4.6937, -4.5147], [0.9985, 2.3222, -4.3925], [2.3166, 2.5573, -5.4853], [0.7696, 1.1032, -6.0616], [-0.5878, 4.2316, -3.9679], [-4.3068, 1.5912, 0.8040], [-3.4949, 2.8478, 0.5350], [-2.6157, 3.0367, 1.6861], [-5.3727, 1.7764, 1.6531], [-3.8388, 0.7210, 1.2643], [-4.6466, 1.1974, -0.1539], [-4.1764, 3.6650, 0.2987], [-2.8568, 2.6271, -0.3207], [-3.1771, 3.1584, 2.4552], [-4.9923, 1.5628, 2.5082], [1.0442, 4.3388, 0.0587], [2.1012, 3.5697, -0.7398], [1.5722, 2.4091, -1.3481], [0.5493, 3.5282, 1.1147], [0.2537, 4.7275, -0.5834], [1.5373, 5.1404, 0.6086], [2.9851, 3.5298, -0.1031], [2.4181, 4.2025, -1.5688], [1.0260, 2.0476, -0.6463], [-0.3620, 3.7829, 1.2768], [-4.8812, 3.9457, -4.0536], [-4.7667, 4.1017, -2.4964], [-3.6835, 4.8743, -2.0381], [-3.7511, 3.5418, -4.8047], [-5.0461, 4.9127, -4.5288], [-5.6782, 3.2418, -4.2930], [-4.8057, 3.0913, -2.0893], [-5.7027, 4.6142, -2.2745], [-2.9703, 4.2373, -2.1235], [-3.3884, 4.3551, -5.1633], [3.2073, -1.1826, 6.2779], [3.4682, -2.6963, 6.3375], [2.2528, -3.3221, 5.7996], [4.1927, -0.3035, 6.8377], [2.2443, -1.0645, 6.7748], [3.0318, -0.7887, 5.2769], [3.7478, -2.9500, 7.3600], [4.2952, -3.0009, 5.6961], [1.7013, -3.3957, 6.5819], [3.9560, 0.5978, 6.6070], [5.6571, -4.1714, 1.2942], [4.8619, -3.5622, 2.4434], [5.1734, -2.1894, 2.5305], [5.0610, -3.8543, 0.0760], [5.7496, -5.2488, 1.4311], [6.6820, -3.8433, 1.4678], [5.1884, -4.1034, 3.3315], [3.8149, -3.6805, 2.1642], [5.2856, -1.8811, 1.6283], [5.4766, -4.2167, -0.7098], [1.0840, 1.6387, 8.2475], [0.2077, 0.7775, 7.3315], [0.5687, 0.9310, 5.9469], [2.3953, 1.2125, 8.3716], [0.6961, 1.5438, 9.2617], [1.0045, 2.7099, 8.0622], [-0.8535, 0.9888, 7.4628], [0.3476, -0.2559, 7.6488], [0.3590, 0.1253, 5.4690], [3.0199, 1.9384, 8.3049], [2.1108, -4.9809, -4.2121], [2.1171, -4.3554, -5.6085], [1.0145, -3.5570, -5.8220], [2.3812, -4.0040, -3.2678], [2.7859, -5.8265, -4.0812], [1.1472, -5.4905, -4.2116], [1.8901, -5.1654, -6.3017], [3.0665, -3.9524, -5.9609], [1.1364, -3.2641, -6.7281], [1.8351, -4.2840, -2.5296], [0.3866, -7.6807, -1.1106], [1.1193, -6.5024, -0.4789], [0.7495, -5.2684, -1.1952], [0.6231, -7.9801, -2.4191], [-0.6440, -7.3468, -0.9896], [0.5111, -8.6354, -0.5997], [2.2061, -6.5847, -0.4818], [0.9063, -6.3652, 0.5813], [-0.1897, -5.2492, -1.3930], [0.4759, -7.1944, -2.9506], [4.3762, -0.3287, -6.0702], [4.4771, -1.2376, -4.8537], [5.4591, -2.2932, -5.1382], [5.6362, 0.2391, -6.4946], [3.6517, 0.4582, -5.8604], [3.9332, -0.8632, -6.9105], [3.5338, -1.7741, -4.7511], [4.7050, -0.8672, -3.8542], [5.9401, -2.0070, -5.9181], [5.7456, 1.0756, -6.0364], [1.2018, -5.0358, 4.1880], [0.8013, -4.3839, 3.6127], [1.7556, -4.5260, 4.7793], [0.8938, -0.5397, -6.1719], [0.0569, -0.9861, -6.3008], [1.5465, -1.1489, -6.5168], [3.1396, 0.6537, -2.7795], [2.5721, 1.1512, -2.1907], [2.5857, -0.0564, -3.1036], [-1.6368, 3.2359, -2.8614], [-1.3693, 2.5896, -2.2080], [-2.0220, 2.7177, -3.5680], [1.2295, -1.3938, -3.3928], [0.6172, -1.1144, -4.0734], [1.5187, -2.2625, -3.6722], [0.0709, -1.5519, 4.8753], [0.5590, -2.2701, 5.2780], [-0.8456, -1.7433, 5.0743]], "atomic_forces_ev_per_a": [[-0.70, 0.63, -1.73], [2.18, -1.08, -2.48], [-3.53, 2.03, 0.42], [2.17, -1.78, 3.67], [-0.02, 0.28, -0.25], [-0.32, -0.12, 0.43], [0.24, 0.11, -0.01], [-0.26, 0.15, 0.10], [-0.23, -2.11, -1.67], [-0.09, 0.09, -0.46], [-0.93, 3.32, 3.55], [-0.27, -2.26, -0.59], [0.27, 0.36, 0.10], [0.27, -0.04, 0.09], [0.18, -0.18, -0.26], [0.74, 0.24, -0.47], [-1.27, 0.64, 0.36], [0.67, -1.49, -0.24], [2.10, 2.72, -0.37], [-2.49, -3.39, 0.71], [0.23, 1.80, 0.05], [0.46, 0.05, -0.24], [0.25, -0.43, -0.19], [-0.05, 0.13, -0.07], [0.42, 0.80, 1.13], [-1.10, -0.32, 1.97], [-0.15, 1.62, -0.84], [1.01, -1.75, -1.99], [0.62, 0.31, -0.63], [-0.51, 0.58, 0.22], [-0.35, -0.71, -0.01], [-0.29, -0.05, -0.08], [-0.18, -4.76, 2.51], [1.91, -0.62, 2.66], [0.28, 6.25, -3.39], [-1.19, -0.48, -1.20], [0.34, 0.79, -0.23], [-0.31, -0.32, 0.07], [0.23, 0.10, -0.38], [-1.08, -1.29, 0.04], [-1.11, 1.11, 1.47], [1.24, -0.83, -2.80], [2.41, 0.28, 2.08], [-2.26, -0.44, -0.61], [0.21, -0.13, -0.36], [-0.11, 0.31, 0.26], [-0.37, -0.30, -0.50], [-0.15, -0.05, 0.30], [0.34, -1.76, -0.38], [2.56, -3.39, 1.06], [1.53, 4.34, -2.66], [-4.50, -0.31, 2.02], [0.78, 0.50, -0.32], [-0.05, 0.36, -0.12], [-0.02, -0.26, 0.36], [-0.09, 0.20, -0.14], [3.23, 2.59, -1.98], [0.52, -0.35, 0.62], [-2.87, -1.78, 2.01], [-0.07, -0.73, 0.50], [-0.11, -0.15, 0.30], [-0.26, 0.04, -0.29], [-0.60, -0.04, 0.04], [0.55, 0.44, -1.02], [-3.48, 1.03, -3.20], [-1.22, 0.26, -0.95], [2.67, 3.13, 4.33], [1.43, -4.74, -0.75], [0.52, 0.01, 0.22], [-0.05, 0.69, 0.40], [0.13, -0.82, -0.04], [0.34, 0.34, -0.01], [-2.60, 2.33, -0.25], [-1.62, 2.25, -1.18], [3.39, -4.18, -1.07], [-0.30, 1.62, 3.86], [0.26, -0.70, 0.22], [0.37, -0.37, -0.97], [-0.27, -0.07, -0.36], [-0.25, 0.03, -0.17], [0.75, -0.47, 1.44], [-1.40, -1.29, -3.01], [-0.08, 2.37, -1.22], [0.63, -1.13, 3.05], [0.18, 1.04, 0.62], [-0.14, 0.36, -0.63], [0.16, -0.11, -0.08], [0.34, -0.61, -0.07], [0.53, 0.70, -1.23], [-1.19, 1.42, 0.48], [0.20, 0.14, -0.04], [0.20, -0.59, 0.47], [0.89, -0.03, 0.52], [-0.06, -0.62, -0.22], [0.19, -0.57, 0.54], [-0.36, -0.17, -0.52], [-0.40, 0.10, 0.12], [-0.05, -0.26, -0.03], [0.23, 0.64, 0.54], [-1.43, -1.12, 1.21], [-0.20, 0.97, -1.12], [-0.73, -0.24, -1.03], [0.27, -0.08, 0.00], [1.04, 0.06, -0.43], [0.51, 0.57, 0.96], [0.26, 0.64, -0.32], [-0.02, -0.43, -0.42], [-0.03, -0.40, 0.39], [0.52, -1.08, -1.45], [0.58, -1.79, 0.97], [0.17, 0.35, -1.26], [-1.68, 0.96, 1.22], [1.44, 0.28, -0.62], [-0.37, 0.13, -0.21], [0.23, 0.34, 0.34], [0.17, 0.22, 0.03], [-0.34, -0.05, 0.60], [-0.25, 0.04, 0.42], [0.67, 0.07, 0.60], [-0.68, 1.65, -0.72], [0.46, 0.30, 0.91], [-0.24, -0.69, -0.41], [-0.08, -0.10, -0.09], [0.23, 0.65, -0.68], [0.11, -0.95, -0.13], [0.02, 0.21, -0.03], [-0.45, -0.74, 0.17], [-0.20, -0.27, 0.20], [0.15, 1.06, 0.03], [-0.56, 0.04, -1.70], [-0.91, -0.29, -0.17], [0.57, -0.45, 0.26], [-1.16, 0.26, 0.63], [-0.29, 0.13, 0.18], [0.20, -0.06, 0.43], [-0.05, -0.02, 0.43], [1.17, 0.04, -0.17], [0.57, -0.25, -0.07], [-0.30, 1.05, -0.22], [0.63, 1.25, -1.10], [1.26, 0.94, 1.72], [0.42, -1.42, 0.07], [-0.09, 0.27, 0.42], [-0.14, -0.77, -0.41], [-0.51, -0.45, 0.06], [-0.14, -0.01, -0.08], [-0.38, -0.41, 0.12], [-0.35, -0.14, 0.10], [0.70, -1.06, 1.28], [0.39, -0.31, -1.52], [-0.42, -0.15, 1.03], [-0.70, 0.68, -0.52], [-0.46, -0.36, -0.04], [0.26, 0.59, -0.70], [-0.43, 0.29, 0.28], [-0.29, -0.34, 0.64], [0.55, 0.82, -0.53], [0.41, -0.10, 0.25], [-1.54, 0.72, 0.85], [1.02, 0.07, -0.75], [0.05, 0.74, 1.01], [1.34, -0.69, -0.63], [-0.75, -0.15, 0.14], [-0.03, 0.02, -0.68], [-0.07, 0.41, 0.27], [0.09, -0.30, 0.00], [-0.02, -0.36, 0.02], [-0.22, 0.08, -0.01], [0.35, -0.29, -2.10], [1.08, -3.16, -0.53], [-0.55, 2.08, 0.39], [-0.66, 0.39, 0.52], [0.57, 0.09, -0.54], [-0.70, 0.53, 0.86], [0.82, -0.88, 0.02], [0.16, 0.55, 0.55], [-0.61, 0.17, -0.27], [-0.13, 0.16, 1.07], [-0.68, 0.44, 1.77], [0.32, 0.74, -0.44], [1.33, -0.70, 0.40], [0.80, 0.03, -1.70], [-0.73, -0.40, 0.13], [0.09, 0.30, 0.54], [0.07, 0.11, -0.61], [-0.56, -0.22, 0.04], [-0.40, -0.10, -0.10], [-0.01, 0.14, -0.18], [0.02, 0.98, 0.73], [0.89, -1.96, -0.79], [-0.73, 0.55, 0.20], [-0.80, -0.60, 0.13], [-0.01, 0.25, 0.15], [0.43, -0.33, -0.13], [-0.32, 0.15, 0.00], [0.21, 0.74, -0.47], [0.29, 0.09, 0.00], [0.08, 0.00, 0.09], [-0.38, -0.96, 0.22], [-0.05, 0.26, -0.67], [0.27, -0.06, -0.03], [0.23, -0.32, 0.05], [-0.69, -0.20, 0.03], [0.28, -0.02, 0.00], [0.88, 0.15, -0.45], [-0.52, 0.60, 0.48], [-0.57, -0.61, -0.31], [0.04, 0.81, 0.56], [0.38, -0.96, 0.49], [-0.24, -0.37, -0.55], [0.24, 0.41, -0.04], [-0.43, 0.30, -0.45], [0.33, -0.78, 0.06], [-0.53, 0.24, 0.05], [0.71, -0.41, -0.05], [-0.46, 0.00, -0.04]], "lowdin_charge": [-0.83, 0.03, 0.17, 0.20, 0.09, 0.12, 0.07, 0.09, -0.69, -0.01, 0.19, 0.17, 0.05, 0.09, 0.07, 0.11, -0.70, 0.00, 0.19, 0.19, 0.08, 0.12, 0.12, 0.09, -0.75, 0.02, 0.16, 0.21, 0.12, 0.11, 0.11, 0.06, -0.81, 0.04, 0.21, 0.19, 0.08, 0.14, 0.07, 0.05, -0.74, 0.07, 0.17, 0.17, 0.12, 0.09, 0.11, 0.12, -0.82, 0.05, 0.20, 0.21, 0.09, 0.10, 0.11, 0.10, -0.73, 0.01, 0.17, 0.18, 0.07, 0.12, 0.11, 0.05, -0.82, 0.03, 0.20, 0.18, 0.08, 0.10, 0.08, 0.11, -0.79, 0.03, 0.23, 0.22, 0.07, 0.07, 0.10, 0.07, -0.74, 0.03, 0.20, 0.21, 0.07, 0.12, 0.09, 0.12, -0.18, -0.21, -0.07, -0.10, 0.10, 0.11, 0.10, 0.10, 0.08, 0.08, -0.23, -0.23, -0.09, -0.08, 0.12, 0.11, 0.11, 0.11, 0.00, 0.03, -0.27, -0.16, -0.12, -0.05, 0.10, 0.12, 0.12, 0.10, 0.02, 0.03, -0.22, -0.21, -0.05, -0.06, 0.12, 0.12, 0.09, 0.13, 0.06, 0.04, -0.20, -0.24, -0.07, -0.10, 0.12, 0.11, 0.10, 0.12, 0.02, 0.10, -0.23, -0.13, -0.10, -0.06, 0.09, 0.10, 0.13, 0.12, 0.10, 0.06, -0.25, -0.22, -0.08, -0.06, 0.12, 0.13, 0.12, 0.10, 0.03, 0.11, -0.25, -0.22, -0.08, -0.05, 0.11, 0.11, 0.09, 0.10, 0.01, 0.10, -0.23, -0.24, -0.08, -0.05, 0.13, 0.11, 0.13, 0.12, 0.10, 0.05, -0.28, -0.15, -0.10, -0.03, 0.11, 0.13, 0.12, 0.12, 0.03, 0.07, -0.22, -0.19, -0.08, -0.05, 0.10, 0.12, 0.09, 0.10, 0.06, 0.09, -0.08, -0.03, -0.04, -0.01, 0.06, 0.05, -0.06, 0.01, 0.01, -0.04, 0.02, 0.02, -0.04, 0.03, 0.02, -0.02, 0.04, 0.08], "lumo_energy_ev": -0.167, "total_charge": 0, "largest_force_ev_per_a": 7.114, "spin_multiplicity": 1, "orbital_gap_ev": 9.0, "e_tot_ha": -5469.71740}

(2)
{"formula": "C3H13N2O", "method": "the ωB97M-V functional and the def2-TZVPD basis", "elements": ["N", "C", "C", "C", "N", "H", "H", "H", "H", "H", "H", "H", "H", "H", "H", "H", "H", "H", "O"], "xyz": [[0.2934, 1.4279, -0.1135], [-0.8554, 0.4156, -0.2523], [-1.6987, 0.3634, 1.0283], [-0.2084, -0.9950, -0.4451], [-1.0909, -1.8231, -1.2038], [0.6956, 1.8351, -0.9673], [1.0782, 0.9713, 0.3916], [-0.0142, 2.2976, 0.3415], [-1.3200, 0.7337, -1.1811], [-1.1033, -0.0512, 1.8395], [-2.4122, -0.4420, 0.8114], [-2.3408, 1.2075, 1.2615], [0.6373, -0.7350, -1.1079], [0.3560, -1.2346, 0.4706], [-0.6418, -2.6470, -1.5805], [-1.8563, -2.1078, -0.6204], [3.2977, 0.0326, 0.0579], [3.2311, 0.9405, 1.3736], [2.7741, 0.3546, 0.7639]], "atomic_forces_ev_per_a": [[0.00, 0.74, 0.40], [0.51, -0.33, 0.42], [-0.50, -0.73, -1.26], [1.72, 2.69, -1.53], [-0.07, -0.23, 0.67], [-0.24, -0.93, -0.29], [0.21, 0.41, 0.11], [-0.02, -0.59, 0.55], [-0.66, -0.30, 0.22], [0.06, 0.55, 0.27], [-0.04, 0.09, 0.08], [0.43, 0.34, 0.19], [-0.09, -0.45, -0.20], [-0.87, -0.83, 0.26], [0.02, 0.00, 0.07], [-0.43, -0.45, 0.00], [1.34, -0.23, -0.74], [0.60, -0.23, -0.31], [-1.97, 0.49, 1.10]], "lowdin_charge": [0.19, -0.30, -0.03, -0.28, 0.04, 0.17, 0.10, 0.17, 0.15, 0.09, 0.09, 0.09, 0.12, 0.12, 0.09, 0.07, 0.05, 0.08, -0.02], "lumo_energy_ev": -3.286, "total_charge": 1, "largest_force_ev_per_a": 3.540, "spin_multiplicity": 1, "e_above_lowest_ev": 0.985, "orbital_gap_ev": 10.2, "e_tot_ha": -306.59948}